Below is C36H40InN13O4Se as an isolated structure in a non-equilibrium geometry, with properties calculated with wB97M-V/def2-TZVPD.

Last column: Löwdin charge in e.
Positions of all 95 atoms, in Å:
In -0.180 1.074 -1.139  0.74
C 5.135 2.887 -2.165  0.00
N 4.174 1.821 -1.866  -0.10
C 4.681 0.450 -1.921  0.00
C 2.904 2.068 -1.576  -0.36
O 2.081 1.156 -1.345  -0.06
C 2.491 3.516 -1.502  -0.09
O 1.106 3.575 -1.373  -0.19
C 0.629 4.512 -0.430  -0.10
C 0.300 3.812 0.887  -0.36
O 0.162 2.577 0.908  -0.04
N 0.177 4.565 1.975  -0.11
C 0.211 6.026 1.965  -0.01
C -0.025 3.943 3.279  0.00
H 6.110 2.433 -2.313  0.10
H 5.215 3.597 -1.343  0.10
H 4.868 3.420 -3.077  0.11
H 5.528 0.348 -1.244  0.11
H 5.010 0.217 -2.935  0.11
H 3.900 -0.238 -1.620  0.08
H 2.822 4.039 -2.405  0.15
H 2.998 3.969 -0.642  0.16
H -0.294 4.929 -0.835  0.13
H 1.347 5.318 -0.277  0.14
H -0.063 6.428 0.994  0.09
H 1.197 6.399 2.249  0.11
H -0.514 6.391 2.690  0.11
H 0.278 2.903 3.231  0.06
H -1.072 4.007 3.582  0.11
H 0.585 4.463 4.016  0.11
C -0.602 -4.652 -1.502  -0.06
N -1.067 -3.272 -1.398  -0.11
C -0.454 -2.215 -0.875  -0.14
N -1.244 -1.154 -0.971  0.01
C -2.364 -1.650 -1.572  -0.19
N -2.293 -2.929 -1.835  0.16
C -1.289 -5.552 -0.502  -0.20
C -1.737 -6.817 -0.855  -0.02
C -2.354 -7.624 0.093  -0.04
C -2.538 -7.177 1.390  0.01
C -2.083 -5.910 1.745  -0.13
C -1.454 -5.110 0.799  0.02
C -2.270 -5.388 3.091  -0.28
N -2.819 -5.933 4.121  0.14
N -2.771 -5.003 5.137  0.13
C -2.192 -3.956 4.657  -0.29
O -1.841 -4.127 3.359  0.12
C -1.918 -2.680 5.302  -0.13
C -2.356 -2.454 6.601  0.00
C -2.125 -1.221 7.191  -0.04
C -1.459 -0.227 6.496  -0.03
C -0.999 -0.457 5.202  -0.19
C -0.237 0.661 4.524  -0.07
N 0.153 0.416 3.138  -0.11
C -0.583 0.427 2.032  -0.11
N 0.212 0.260 0.982  -0.02
C 1.459 0.160 1.527  -0.17
N 1.456 0.237 2.830  0.16
C -1.232 -1.683 4.606  0.03
H 0.475 -4.646 -1.332  0.14
H -0.798 -4.990 -2.518  0.13
H 0.529 -2.233 -0.431  0.14
H -3.240 -1.058 -1.783  0.13
H -1.605 -7.181 -1.867  0.12
H -2.703 -8.608 -0.189  0.12
H -3.031 -7.791 2.133  0.13
H -1.101 -4.130 1.095  0.11
H -2.875 -3.244 7.127  0.13
H -2.471 -1.032 8.198  0.12
H -1.289 0.736 6.966  0.12
H 0.698 0.839 5.051  0.14
H -0.831 1.575 4.556  0.12
H -1.654 0.551 2.009  0.17
H 2.353 0.028 0.942  0.12
H -0.889 -1.887 3.599  0.11
Se -1.916 2.523 -2.376  0.76
C -1.100 3.001 -4.080  -0.58
C -0.415 4.198 -4.237  -0.11
C 0.088 4.518 -5.490  -0.13
N -0.066 3.745 -6.560  0.08
C -0.780 2.636 -6.417  -0.12
C -1.319 2.222 -5.205  -0.12
H -0.288 4.885 -3.421  0.09
H 0.633 5.442 -5.647  0.11
H -0.936 2.050 -7.317  0.12
H -1.911 1.324 -5.161  0.08
N 1.111 -1.471 -4.763  0.10
C -0.240 -1.348 -4.976  -0.04
C -0.697 -0.553 -3.974  -0.18
N 0.353 -0.194 -3.159  0.00
C 1.427 -0.763 -3.666  -0.15
H 1.752 -1.978 -5.351  0.17
H -0.747 -1.827 -5.795  0.13
H -1.700 -0.221 -3.779  0.08
H 2.424 -0.696 -3.263  0.12

Energy relative to the best compared isomer or geometry (same formula, charge and spin)   20.8 kcal per mole
Molecular weight   912.58 g/mol
Total charge   +2

Below is a 2-piece molecular cluster, C16H17N overall in a non-equilibrium geometry, with properties calculated with wB97M-V/def2-TZVPD.

Last column: Löwdin charge in e.
Positions of all 34 atoms, in Å:
C 1.704 2.342 2.170  -0.05
C 1.520 1.950 0.725  -0.24
C 0.586 2.563 -0.061  -0.03
N 0.390 1.706 -1.160  0.09
C 1.225 0.593 -1.052  -0.22
C 1.533 -0.449 -1.968  -0.03
C 2.309 -1.465 -1.451  -0.12
C 2.697 -1.441 -0.163  -0.11
C 2.569 -0.338 0.699  0.00
C 1.851 0.710 0.177  -0.21
H 2.678 2.330 2.509  0.03
H 1.243 1.740 2.972  0.08
H 1.223 3.389 2.191  0.10
H 0.184 3.545 -0.100  0.11
H -0.029 2.118 -1.994  0.15
H 1.152 -0.574 -2.999  0.12
H 2.719 -2.222 -2.111  0.11
H 2.995 -2.268 0.375  0.08
H 2.832 -0.394 1.749  0.12
C -1.014 -0.762 1.879  -0.06
C -1.722 -0.717 0.598  -0.29
C -1.082 -1.183 -0.625  -0.05
C -1.728 -1.458 -1.806  -0.08
C -3.146 -1.243 -1.789  -0.06
C -3.777 -0.619 -0.640  -0.08
C -3.053 -0.567 0.501  -0.12
H -1.607 -1.576 2.486  0.12
H -1.161 0.031 2.632  0.08
H 0.031 -1.113 1.632  0.09
H 0.016 -1.287 -0.513  0.08
H -1.153 -1.826 -2.616  0.08
H -3.679 -1.329 -2.759  0.09
H -4.699 -0.158 -0.796  0.08
H -3.609 -0.028 1.310  0.13

Energy relative to the best compared isomer or geometry (same formula, charge and spin)   59.6 kcal per mole
Molecular weight   223.32 g/mol
SMILES   Cc1c[nH]c2ccccc12.Cc1ccccc1

Below is an isolated ion of composition C8H17IN3 and charge +1 in a non-equilibrium geometry, with properties calculated with wB97M-V/def2-TZVPD.

Last column: Löwdin charge in e.
Positions of all 29 atoms, in Å:
C -0.327 2.618 -1.572  -0.09
C -0.039 2.321 -0.106  -0.21
N -0.048 0.869 0.053  -0.13
N -1.076 0.119 -0.473  -0.14
I -3.318 0.569 0.442  0.48
N -0.816 -1.156 -0.040  -0.13
C -1.512 -2.419 -0.487  -0.16
C -0.663 -3.041 -1.620  -0.06
C 0.297 -1.228 0.770  0.14
C 0.849 0.170 0.941  -0.52
C 0.676 0.688 2.359  0.00
C 2.284 0.330 0.452  0.00
H -0.244 3.752 -1.713  0.11
H 0.278 2.073 -2.309  0.08
H -1.377 2.414 -1.743  0.05
H 1.018 2.683 0.265  0.16
H -0.845 2.869 0.475  0.13
H -1.649 -3.090 0.368  0.13
H -2.551 -2.105 -0.676  0.07
H -1.275 -3.275 -2.507  0.08
H 0.244 -2.476 -1.911  0.08
H -0.203 -4.059 -1.363  0.10
H 0.665 -2.153 1.283  0.18
H -0.260 0.333 2.829  0.09
H 0.641 1.792 2.339  0.10
H 1.325 0.111 3.052  0.11
H 2.668 1.273 0.787  0.08
H 2.238 0.415 -0.693  0.13
H 3.020 -0.394 0.797  0.10

Energy relative to the best compared isomer or geometry (same formula, charge and spin)   40.7 kcal per mole
Molecular weight   282.15 g/mol
SMILES   CCN1N(I)[N+](CC)=CC1(C)C
Total charge   +1

Which of these has the highest molecular weight? C36H40InN13O4Se

Which value of molecular weight does entry 2 give? 223.32 g/mol

Which value of energy relative to the best compared isomer or geometry (same formula, charge and spin) does entry 2 give? 59.6 kcal per mole

The highest energy relative to the best compared isomer or geometry (same formula, charge and spin) belongs to which entry? C16H17N